Molecular formula: CN2O4S
Method: DFT, ωB97M-V with the def2-TZVPD basis set

Results
Total charge   0
Structure (SMILES)   O=[N+]([O-])C(=S)[N+](=O)[O-]
HOMO-LUMO gap   7.85 eV

Structure (XYZ):
```
8
Properties=species:S:1:pos:R:3:mulliken_charge:R:1
O -0.845 1.696 0.511 -0.4920
N 1.132 -0.192 0.278 0.9163
C -0.005 -0.219 -0.525 0.1518
O -2.103 -0.096 0.207 -0.4829
O 0.948 -0.104 1.468 -0.4962
S -0.224 -1.305 -1.729 -0.0493
O 2.183 -0.359 -0.323 -0.4880
N -1.086 0.579 0.113 0.9404
```

***

Molecular formula: C6H11N2S3
Method: DFT, ωB97M-V with the def2-TZVPD basis set

Results
Total charge   +1
HOMO-LUMO gap (alpha / beta)   6.22 / 6.80 eV

Structure (XYZ):
```
22
Properties=species:S:1:pos:R:3:mulliken_charge:R:1
H 0.399 -2.133 -1.354 0.3432
H 1.715 -0.180 -0.882 0.3354
C -2.203 -0.591 -0.411 0.3137
S -4.111 1.652 -0.545 0.0050
N 1.006 0.547 -0.546 -0.0054
H 2.627 1.484 0.267 0.3602
N -0.827 -0.781 -0.565 -0.0190
C -0.197 0.309 -0.305 -0.0841
H 1.262 -1.756 0.796 0.3436
H 1.920 2.494 -1.129 0.2520
H -0.094 2.875 0.071 0.2613
C 0.457 -2.461 0.774 -0.9165
C -0.280 -2.213 -0.574 -0.6921
H 1.438 3.451 1.001 0.4101
S -3.301 -1.841 -0.276 -0.1561
H -1.113 -2.810 -0.728 0.4177
H 0.809 -3.558 0.880 0.3163
S -2.434 1.152 0.107 0.2482
C 1.652 1.799 -0.267 -0.2057
C 0.836 2.716 0.614 -1.2907
H -0.064 -2.247 1.684 0.3326
H 0.504 2.090 1.389 0.4301
```

***

Molecular formula: C2ClN3S3
Method: DFT, ωB97M-V with the def2-TZVPD basis set

Results
Total charge   0
Structure (SMILES)   N#CS/N=S(\Cl)#CN=S
HOMO-LUMO gap   7.40 eV

Structure (XYZ):
```
9
Properties=species:S:1:pos:R:3:mulliken_charge:R:1
N 1.326 -1.267 -0.989 -0.2479
S -2.564 2.329 -0.501 -0.0608
S 1.168 0.246 -0.820 0.2147
C -0.210 -1.342 1.031 0.3318
S 0.208 -2.368 -0.241 0.0307
C -0.426 0.606 -0.680 0.3401
N -0.159 -0.547 1.862 -0.3321
N -1.387 1.338 -0.693 -0.0839
Cl 2.043 1.005 1.030 -0.1925
```

***

Molecular formula: C44H120N4O18
Method: DFT, ωB97M-V with the def2-TZVPD basis set

Results
Total charge   0
HOMO-LUMO gap   8.83 eV

Structure (XYZ):
```
186
Properties=species:S:1:pos:R:3:mulliken_charge:R:1
H -3.085 -3.648 0.543 -0.3646
O 2.771 6.113 2.872 -0.6007
H -1.825 -1.643 0.409 -0.1396
H 5.183 -3.078 -7.323 0.3826
C -0.921 0.820 5.175 -0.6699
N -1.873 4.901 4.224 -0.3843
C -1.534 3.504 3.927 1.5864
C 2.727 4.719 2.568 -0.5068
O 5.494 1.496 -4.958 -0.5373
H 0.571 3.627 4.392 -0.0842
H 1.789 -5.052 -2.622 0.3691
H -5.871 -1.143 3.299 0.3481
H -0.502 -2.038 3.407 0.1412
H -2.378 5.559 2.278 0.3628
H 4.396 1.619 -7.929 0.3768
H 0.283 -5.986 -0.878 0.2255
H 0.205 -3.407 -1.699 0.0532
H 3.014 0.704 -8.469 0.4902
N 3.913 -0.039 -6.704 0.3535
H -4.451 2.853 -0.294 0.3124
H 1.693 2.577 -2.709 0.3837
C 3.512 1.093 -7.570 -0.7604
C 4.204 -1.222 -7.504 -0.8919
H 1.230 3.350 1.828 -0.2425
C -3.172 -3.703 -1.670 -1.4895
N 0.593 1.020 0.067 2.1457
H 3.199 -5.421 5.684 0.3041
H 3.778 -5.488 3.483 0.3245
O 3.541 -4.587 5.349 -0.5437
O -2.854 -0.587 -2.619 -0.3795
H 2.909 -0.765 -3.441 0.1900
H 3.515 -3.101 2.319 0.0018
C -2.536 -3.314 -0.344 1.1503
H -5.065 8.015 6.176 0.2388
H -0.580 -0.177 -5.752 0.2204
C 1.470 4.411 1.731 -0.0960
H 4.929 0.872 -5.480 0.3446
H 3.314 -2.516 3.889 0.2760
H -1.517 -3.703 -0.243 -0.2228
H 0.607 3.022 -0.562 0.3671
H 0.198 0.381 2.561 0.6862
C -3.211 1.661 -3.437 -1.1828
C -3.740 0.737 7.014 -0.8590
H 0.734 -1.714 -1.664 -0.2474
C -4.544 1.779 2.327 -1.1536
H -5.258 8.522 4.499 0.2959
H -1.879 0.794 4.644 -0.0262
H -3.174 -4.790 -1.774 0.4277
H -3.249 0.995 -1.393 -0.7123
H -1.896 -1.274 -4.037 0.3251
O 1.884 0.549 -2.295 1.0142
C 2.941 0.300 -3.206 -0.9248
C 0.627 -1.904 -5.956 -1.1995
H -4.404 2.470 3.167 0.2698
H -0.304 1.965 -1.657 -0.2195
H 0.882 -6.577 2.030 0.4886
H -1.028 1.913 1.088 -0.8258
H -5.223 -0.889 5.652 0.2483
H 1.994 -5.666 1.082 0.3943
C 4.717 -3.686 -4.795 -0.4750
H 0.617 5.019 2.036 0.1759
O -5.863 -3.011 3.283 -0.5308
H -6.247 0.231 6.543 0.5592
H -1.310 3.422 2.863 -0.8753
H -2.561 -3.314 -2.484 0.2212
H -2.787 -3.852 4.223 0.4840
H 4.974 1.129 1.940 0.4719
H 5.546 -0.590 0.396 0.4730
O 2.960 0.892 1.897 -0.5317
H -4.119 3.966 1.035 0.4734
H 1.244 -2.621 -5.409 0.1363
O 2.497 -4.597 -2.157 -0.6608
H -1.568 0.081 2.438 -0.8866
H -4.594 -4.278 2.249 0.2507
O -4.080 6.859 4.789 -0.2569
H 1.934 -2.981 -3.314 -0.0962
C -3.529 -3.166 3.814 -0.1656
C -5.576 0.147 5.675 -0.4622
H 2.246 -4.750 3.749 0.1264
O -0.005 1.704 4.571 -0.1301
C 2.255 -3.212 -2.291 -0.3821
O 4.096 -2.712 -5.596 -0.0364
H 7.521 1.753 -4.813 0.3709
H 3.935 0.524 -2.813 0.2010
C 2.535 2.018 -6.868 -0.6673
C 0.462 2.165 -5.811 -0.3332
H 0.865 -7.534 -0.127 0.4463
H -2.400 2.896 4.211 -0.0581
H -5.021 -4.782 3.844 0.3906
H 4.300 -1.278 1.307 -0.2482
H -0.402 1.558 -5.552 -0.0566
C -2.773 5.550 3.295 0.0668
C 6.796 0.946 -4.941 -0.3228
H 1.374 -1.358 -6.542 0.0793
C -0.720 0.944 0.688 0.5538
H 3.629 4.528 1.991 0.3343
H -2.741 -1.076 -1.769 0.1866
C 4.474 -0.466 0.600 -0.1955
C -0.234 -0.998 -5.113 1.2799
H 0.782 0.176 -0.474 -0.2293
H -3.836 -2.473 4.595 0.0235
C -4.546 8.113 5.224 -0.7929
C 1.828 1.896 -1.859 -1.1056
H -3.046 -2.578 3.030 -0.2907
H 0.192 3.091 -6.320 0.5059
N -5.855 -0.126 3.201 -0.2374
H -4.192 -3.326 -1.695 0.3399
H -6.677 -3.514 3.205 0.2228
C -3.539 0.627 -2.383 0.8908
H -7.427 0.277 4.600 0.4659
H -3.558 7.450 2.893 0.4069
H -1.092 1.167 6.197 0.5527
O 1.333 1.351 -6.573 -0.2730
O -3.545 1.996 1.351 0.4427
C 4.194 0.899 1.211 -0.3185
H 1.697 4.716 0.708 0.4209
H 0.327 -5.030 1.575 -0.1096
C 0.331 -6.592 0.029 -0.3676
H 2.726 4.173 3.516 0.2686
H 4.915 -3.234 3.384 0.4544
O -2.502 -1.885 -0.268 -0.4390
H -4.626 0.473 -2.365 0.2749
C -4.538 0.333 2.777 0.4019
H 0.955 2.404 -4.860 0.0571
H -3.776 0.182 3.554 -0.1654
H 3.103 -0.244 -6.123 -0.4713
H -3.640 2.634 -3.180 0.4318
H 3.091 -2.569 -2.024 0.3776
H 6.375 -1.027 -4.099 -0.1639
O -1.014 -6.950 0.406 -0.5754
O -0.507 -1.304 1.419 1.9683
H 3.278 -1.697 -7.857 0.3476
C 6.913 -0.108 -3.854 -0.4721
H -4.163 -0.254 1.932 -0.0886
O -4.482 1.032 5.861 -0.1098
H 1.229 -2.835 -0.400 -0.0394
C -0.302 3.067 4.722 -0.9432
H 2.037 6.359 3.440 0.3162
C -3.125 6.939 3.769 -0.9958
C -0.603 0.033 1.910 -0.1016
H 1.018 -2.184 2.514 0.2428
H -3.637 1.401 -4.406 0.3859
H 4.774 -1.045 -8.415 0.5616
H 4.236 1.644 0.408 0.1953
H -3.041 1.561 7.174 0.1730
C 3.832 -3.311 3.344 -0.7115
C 0.929 -5.854 1.205 -0.7108
H -1.441 -7.290 -0.387 0.3090
H -2.779 3.369 0.057 0.2513
H 5.902 -1.932 -6.270 0.3103
H -2.132 1.822 -3.474 0.0173
H 4.850 -4.646 -5.306 0.3172
O -1.338 -1.763 -4.669 -0.5839
H 2.750 2.162 -1.333 0.2232
H -0.457 3.289 5.788 0.4526
H 0.306 -0.460 -4.328 -0.5715
H 7.945 -0.410 -3.651 0.4111
H -1.520 0.582 0.039 -1.1855
H 7.075 0.500 -5.905 0.2495
H 2.347 2.919 -7.462 0.4917
C -3.735 3.092 0.498 -1.1672
H -3.710 8.804 5.376 0.3184
H 5.659 -3.317 -4.379 0.2834
H 2.761 0.880 -4.116 -0.5177
H -3.094 -0.120 6.782 0.2794
C -4.730 -3.898 3.265 -0.4397
H -4.261 0.599 7.965 0.4259
C 0.577 2.025 -1.010 -0.4436
H -2.197 4.948 5.180 0.3201
C -0.073 -2.196 2.412 -1.0066
H -0.342 -3.224 2.161 -0.2264
H -3.730 5.012 3.204 -0.0523
H -2.219 7.520 3.980 0.4295
H 3.035 2.328 -5.938 0.2640
C 1.045 -2.742 -1.475 0.2931
H 0.036 -2.449 -6.692 0.4695
C 4.920 -2.257 -6.635 -0.6778
H -0.558 -0.205 5.146 0.2552
H 3.947 -0.613 -0.344 -0.1119
H -6.330 1.594 4.335 0.3263
C -6.379 0.505 4.410 -1.0017
H 4.028 -3.904 -3.976 -0.0328
C 3.316 -4.605 3.937 -0.2413
H 6.523 0.233 -2.893 0.1759
H 2.229 1.015 1.267 0.1776
H -5.532 1.997 1.900 0.4471
```

***

Molecular formula: C4H13N2
Method: DFT, ωB97M-V with the def2-TZVPD basis set

Results
Total charge   +1
Structure (SMILES)   C[NH+](C)CCN
HOMO-LUMO gap   10.47 eV

Structure (XYZ):
```
19
Properties=species:S:1:pos:R:3:mulliken_charge:R:1
H 0.852 -1.633 -0.736 0.3847
H -0.739 2.451 -2.337 0.2729
H -0.460 1.359 0.950 0.4201
H -1.076 -0.742 1.236 0.3753
N -0.111 -0.695 0.892 -0.0719
C 0.059 -1.851 -0.031 -0.9423
H 0.211 -2.753 0.538 0.3475
H 0.731 0.105 2.653 0.3436
H -1.775 1.138 -0.982 0.3666
C 0.868 -0.747 1.997 -0.8980
H -0.850 -1.980 -0.615 0.4134
H 1.845 -0.773 1.536 0.4152
C -0.062 0.662 0.220 -0.7123
H -0.803 -0.120 -1.655 0.3341
H 0.698 -1.655 2.567 0.3771
C -0.738 0.835 -1.135 -0.3972
N -0.043 1.868 -1.885 -0.6299
H 0.477 1.458 -2.654 0.2315
H 0.989 0.937 0.165 0.3695
```

***

Molecular formula: C32H27AsKN2O5SSe2
Method: DFT, ωB97M-V with the def2-TZVPD basis set

Results
Total charge   -1
HOMO-LUMO gap   6.39 eV

Structure (XYZ):
```
71
Properties=species:S:1:pos:R:3:mulliken_charge:R:1
C -1.969 2.964 5.120 -0.6677
C -1.580 -0.929 1.614 0.4979
H -1.257 1.576 -6.008 0.3779
H 3.944 0.569 2.386 0.4331
O -2.615 -0.642 2.420 -0.5252
Se 0.698 -2.578 -4.124 -0.1387
O -1.598 -0.746 0.427 -0.5031
C 0.024 2.002 4.159 0.1704
C -0.901 1.113 6.211 -0.7941
C 0.445 3.952 1.053 0.1646
H 6.243 1.537 5.871 0.3568
O 3.398 -3.196 0.712 -0.7575
C 5.324 1.611 5.303 -0.4219
C 2.949 1.801 3.843 -0.2870
H 1.260 2.049 -2.584 0.4655
C -1.003 2.940 4.122 -0.4199
C 0.369 -0.680 -4.094 0.4108
C 2.359 4.588 2.428 -0.4545
H -2.680 2.071 6.940 0.3596
C 2.388 5.849 1.850 -0.8191
C 0.269 -3.694 -1.115 0.5421
N 0.952 0.103 -3.207 -0.3512
C 0.062 1.090 5.212 0.1684
C -0.419 -1.492 2.392 0.3102
H 3.136 6.572 2.152 0.3775
H 6.045 0.418 3.668 0.4271
C 0.596 -4.455 0.008 -0.5547
H 1.733 -3.085 2.629 0.3181
C 1.851 -2.101 2.167 -0.1103
H 3.096 4.330 3.179 0.2919
H 2.089 -1.350 2.930 0.1899
H 2.229 2.977 5.491 0.4589
C -0.628 1.168 -5.227 -0.2405
H -2.766 3.697 5.076 0.3682
C 4.247 2.328 5.812 -0.6345
H -3.262 -0.160 1.884 0.3935
C 1.403 3.651 2.050 -0.0632
S -0.753 2.776 0.566 -0.3723
O 0.632 -1.733 1.506 0.3948
C 4.031 1.075 3.345 -0.6498
H -0.111 3.081 -4.351 0.3857
K 0.971 0.187 -0.275 0.7226
C 2.948 -2.093 1.070 0.0962
C -0.446 -4.942 0.772 -0.3237
N -0.966 -3.435 -1.500 -0.3000
H -2.598 -5.028 0.966 0.3877
O 3.220 -0.948 0.628 -0.6520
C -1.923 2.051 6.166 -0.4615
H -0.926 -0.882 -5.805 0.3089
C 1.448 6.164 0.876 -0.4510
C -0.447 -0.195 -5.120 -0.6341
C 0.498 5.237 0.483 -0.6997
H -0.229 5.488 -0.279 0.4084
H 1.633 -4.602 0.284 0.5037
H -0.756 -2.401 2.910 0.3767
H 1.458 7.145 0.413 0.3368
H -1.056 3.640 3.298 0.3337
C 3.068 2.421 5.086 0.0502
Se 1.753 -2.978 -2.114 0.0910
C 0.002 2.007 -4.314 -0.7490
H -0.239 -5.528 1.659 0.4196
C -1.957 -3.915 -0.750 -0.4971
H 0.865 0.360 5.262 0.4014
H -0.143 -0.754 3.155 -0.6650
H -2.961 -3.675 -1.084 0.3689
C 0.770 1.427 -3.327 -0.1047
C 5.214 0.986 4.070 -0.6503
C -1.754 -4.668 0.392 -0.4388
As 1.340 1.829 2.721 0.9583
H 4.327 2.816 6.777 0.3865
H -0.854 0.398 7.023 0.3785
```

***

Which value of total charge does entry 5 give? +1